No. 1
55
Properties=species:S:1:pos:R:3 method="wB97M-V/def2-TZVPD" multiplicity=3 total_charge=-1 e_tot_ha=-1734.562300 lumo_energy_ha="0.1114 / 0.1065" gap_ev="4.71 / 7.21"
Au -0.6395 -0.0331 0.3073
Cl 1.5745 -0.3193 -1.3980
N -0.1219 2.1000 0.1961
N -0.2535 -2.1740 0.3689
C -0.9770 2.8850 -0.4234
C -0.8718 -2.9320 -0.4950
C 1.0574 2.8797 0.6212
C 0.4586 4.2825 0.6113
C 2.1533 2.8034 -0.4198
C 1.5960 2.5332 2.0009
H 1.8019 3.2397 -1.3631
H 2.4238 1.7583 -0.6046
H 3.0091 3.3804 -0.0589
H 0.7845 2.5101 2.7281
H 2.2877 3.3347 2.2774
H 2.1306 1.5866 1.9891
C 0.7582 -2.9334 1.1211
C 0.5872 -4.3182 0.5123
C 0.4491 -2.8964 2.6082
C 2.1604 -2.4094 0.9168
H 2.3353 -2.1785 -0.1397
H 2.8599 -3.1693 1.2774
H 2.2802 -1.4859 1.4869
H -0.5301 -3.3409 2.8009
H 0.4883 -1.8571 2.9434
H 1.2159 -3.4780 3.1218
O -0.4125 -4.1823 -0.5492
H 0.1643 -5.0238 1.2302
H 1.4828 -4.6993 0.0249
O -0.7229 4.1826 -0.2819
H 1.0944 5.0624 0.1870
H 0.0592 4.5525 1.5970
C -2.1158 2.4164 -1.2631
C -1.9962 -2.4734 -1.3796
C -1.6343 -1.2279 -2.1282
H -2.8513 -2.2903 -0.7042
H -2.2401 -3.3043 -2.0562
C -1.4695 -0.0030 -1.5282
C -1.7020 1.2315 -2.0767
H -1.8897 -0.0330 1.3578
C -1.2858 1.2682 -3.4090
C -0.9671 0.0614 -4.0464
C -1.0372 2.5837 -4.0705
C -1.2113 -1.1866 -3.4600
H -0.5147 0.0873 -5.0491
C -0.8789 -2.4729 -4.1524
H -0.5053 -2.2568 -5.1814
H -1.7542 -3.1610 -4.2107
H -0.0797 -2.9878 -3.5665
H -1.9254 3.2467 -4.0477
H -0.7231 2.4223 -5.1249
H -0.2217 3.1070 -3.5249
H -2.4440 3.2496 -1.8932
H -2.9265 2.1689 -0.5709
F 0.5241 0.0165 1.9550


No. 2
53
Properties=species:S:1:pos:R:3 method="wB97M-V/def2-TZVPD" multiplicity=3 e_tot_ha=-1517.713227 lumo_energy_ha="0.0100 / -0.1337" gap_ev="7.73 / 3.65"
O 2.1664 1.9583 0.1504
C 3.1882 1.3275 -0.7091
C 4.0740 2.5430 -0.8461
H 2.7946 1.0554 -1.6970
H 3.6276 0.4611 -0.1965
C 2.9721 3.1812 0.0362
H 4.1145 2.9020 -1.8766
H 5.0520 2.4424 -0.3708
C 2.2464 4.3126 -0.6742
H 1.8973 3.9863 -1.6646
H 2.9556 5.1434 -0.8145
H 1.4175 4.6710 -0.0509
C 3.5597 3.6284 1.3635
H 4.1279 2.8193 1.8391
H 2.7751 3.9707 2.0460
H 4.2500 4.4627 1.1723
Au -1.1779 -0.1274 1.6578
C -2.4479 -2.6076 2.5148
C -2.0159 -3.4388 1.4716
C -0.6266 -3.2340 1.2701
H -2.6431 -4.1334 0.9019
C -0.1708 -2.1649 2.1185
C -1.3047 -1.8610 3.0305
H -1.2242 -1.4618 4.0401
H -3.4721 -2.5246 2.8813
H 0.0114 -3.8742 0.6465
H 0.8711 -1.8624 2.2276
C -4.0650 -0.7570 0.9784
C -3.3712 0.3796 1.5139
C -2.6274 1.0145 0.3786
H -3.5478 0.8126 2.4994
C -3.0437 0.2939 -0.7933
C -3.8529 -0.8117 -0.4179
H -4.3445 -1.5153 -1.0949
H -4.6981 -1.4303 1.5567
H -2.2109 2.0174 0.3884
H -2.8649 0.6101 -1.8211
O 1.0867 0.4906 -2.8036
C 0.3787 0.2648 -1.5414
C 1.1253 -0.8195 -0.7545
H -0.6238 -0.1370 -1.7885
H 0.2273 1.2133 -1.0021
C 1.8271 -1.6373 -1.8659
H 0.4186 -1.4208 -0.1951
H 1.8145 -0.4086 -0.0181
C 1.5077 -0.8597 -3.1818
H 1.3561 -2.6336 -1.9201
H 2.8970 -1.7659 -1.6169
H 0.6456 -1.3381 -3.6842
H 2.3518 -0.7857 -3.8878
S -4.8596 -4.4956 -0.8787
C -5.8989 -4.0879 0.3042
N -6.6455 -3.7681 1.1781